The following is a quantum chemistry calculation of 2 unconnected molecules or ions with the total composition C29H32NO, from the Open Molecules 2025 dataset.

Results
lowest unoccupied orbital energy = -5.181 eV
HOMO level = -9.732 eV
multiplicity = 1
charge = +1
gap between HOMO and LUMO = 0.167 Ha
energy relative to the best compared isomer or geometry (same formula, charge and spin) = 23.2 kcal per mole

Geometry (Å):
C (0.809, 3.240, 4.512)
O (1.228, 1.857, 4.466)
C (1.819, 1.399, 3.333)
C (2.147, 0.017, 3.295)
C (2.606, -0.550, 2.134)
C (2.880, 0.248, 0.979)
C (3.475, -0.321, -0.185)
C (3.112, 0.004, -1.511)
C (3.833, -0.598, -2.591)
C (3.502, -0.315, -3.900)
C (2.435, 0.545, -4.204)
C (2.029, 0.730, -5.629)
C (1.722, 1.154, -3.164)
C (2.013, 0.858, -1.843)
C (2.597, 1.639, 1.060)
C (2.072, 2.212, 2.202)
H (0.400, 3.360, 5.515)
H (1.665, 3.913, 4.363)
H (0.035, 3.449, 3.759)
H (1.994, -0.572, 4.199)
H (2.740, -1.632, 2.068)
H (4.094, -1.212, -0.068)
H (4.649, -1.285, -2.354)
H (4.064, -0.763, -4.722)
H (1.571, 1.707, -5.807)
H (2.884, 0.615, -6.298)
H (1.294, -0.039, -5.900)
H (0.923, 1.858, -3.403)
H (1.404, 1.284, -1.046)
H (2.804, 2.273, 0.198)
H (1.849, 3.282, 2.223)
C (8.531, 1.739, -3.778)
C (8.907, 2.856, -2.792)
C (8.256, 2.473, -1.451)
N (7.920, 1.061, -1.568)
C (7.330, 0.361, -0.531)
C (6.517, 0.977, 0.399)
C (6.270, 0.382, 1.726)
C (6.094, -1.155, 1.689)
C (6.829, -1.829, 0.574)
C (7.579, -1.091, -0.376)
C (8.545, -1.777, -1.136)
C (8.496, -3.166, -1.230)
C (7.587, -3.888, -0.438)
C (6.796, -3.223, 0.498)
C (7.891, 0.611, -2.952)
H (7.815, 2.109, -4.519)
H (9.411, 1.363, -4.307)
H (9.995, 2.914, -2.666)
H (8.553, 3.837, -3.129)
H (8.921, 2.660, -0.593)
H (7.351, 3.080, -1.287)
H (6.227, 2.017, 0.249)
H (7.136, 0.542, 2.395)
H (5.408, 0.880, 2.186)
H (6.455, -1.560, 2.651)
H (5.026, -1.407, 1.665)
H (9.328, -1.218, -1.652)
H (9.159, -3.682, -1.925)
H (7.536, -4.972, -0.506)
H (6.155, -3.774, 1.192)
H (6.852, 0.427, -3.283)
H (8.431, -0.334, -3.081)